The following is a DFT calculation (the ωB97M-V functional and the def2-TZVPD basis) of C10H20HgN2OP as an isolated structure.

The geometry in ORCA input format:
```
! wB97M-V def2-TZVPD RIJCOSX def2/J DEFGRID3
* xyz -1 1
Hg 1.659 2.178 -1.359
P -0.362 3.803 -1.169
O 0.494 0.128 0.377
N -0.675 -1.204 1.803
N 0.403 0.773 2.564
C 0.632 -0.414 -4.741
C -0.488 -2.067 -3.580
C 1.285 1.867 2.224
C -0.643 -0.974 -4.488
C 0.099 -0.092 1.531
C -0.693 -1.883 3.090
C 1.595 -1.141 -3.924
C -0.952 -2.022 0.642
C -0.395 0.927 3.766
C 0.897 -2.209 -3.276
H 0.035 5.098 -0.701
H -1.007 4.081 -2.417
H 2.651 -0.883 -3.806
H -1.397 -1.408 -0.149
H -0.035 -2.482 0.239
H 0.895 2.459 1.383
H -1.466 0.780 3.569
H -1.440 3.430 -0.301
H -0.247 1.949 4.130
H 0.859 0.406 -5.432
H 2.269 1.469 1.942
H -1.652 -2.802 0.955
H -0.068 0.241 4.560
H -1.131 -2.870 2.928
H 1.382 2.515 3.100
H 1.339 -2.912 -2.575
H -1.548 -0.715 -5.022
H 0.317 -2.009 3.508
H -1.317 -1.340 3.805
H -1.293 -2.675 -3.175
*
```

Calculated values
HOMO = -0.075 Ha
Gap between HOMO and LUMO = 4.5 eV
Electronic energy = -29183.3627 eV
Energy above the lowest of the compared OMol25 structures with the same formula, charge and spin = 0.0000 eV

The following is a DFT calculation (the ωB97M-V functional and the def2-TZVPD basis) of C10H20MnN2PS as an isolated structure.

The geometry in ORCA input format:
```
! wB97M-V def2-TZVPD RIJCOSX def2/J DEFGRID3
* xyz 0 5
Mn -1.343 -0.329 0.589
S 0.178 -1.016 -1.037
P -1.273 1.735 1.899
N 1.326 -1.593 1.312
N 2.282 0.218 0.162
C 2.518 -1.943 2.061
C -3.102 -0.822 -2.944
C 1.391 -0.806 0.203
C -3.159 -0.120 -1.691
C 2.327 1.109 -1.004
C -2.778 1.254 -1.978
C -2.607 0.066 -3.961
C -2.516 1.380 -3.353
C 2.592 0.875 1.415
C 0.064 -2.243 1.643
H -0.264 2.028 2.885
H 2.241 0.513 -1.909
H 1.757 0.704 2.131
H 3.421 -1.947 1.435
H 3.262 1.676 -0.959
H 2.783 1.954 1.246
H -2.172 2.310 -3.840
H -3.360 -1.883 -3.066
H 0.175 -2.671 2.653
H -3.824 -0.368 -0.843
H 1.487 1.805 -0.979
H -0.150 -3.074 0.957
H 2.657 -1.213 2.867
H -1.585 3.062 1.500
H 2.373 -2.956 2.471
H -2.856 2.066 -1.210
H -2.234 -0.198 -4.969
H 3.475 0.365 1.867
H -0.772 -1.510 1.590
H -2.314 1.570 2.857
*
```

Calculated values
HOMO (alpha / beta) = -0.212 / -0.214 Ha
Gap between HOMO and LUMO (alpha / beta) = 5.5 / 5.7 eV
Electronic energy = -65113.0083 eV
Energy above the lowest of the compared OMol25 structures with the same formula, charge and spin = 0.0000 eV